1.
Density functional theory data (ωB97M-V/def2-TZVPD) for a molecular structure, C2H7MnNO3S at a distorted geometry.

Positions of all 15 atoms, in Å:
Mn  -1.426  -0.197  -1.973
S  -2.267  0.334  0.406
O  -3.390  -0.735  0.155
O  -1.036  -0.729  0.164
O  -2.167  1.023  -0.902
N  1.324  -0.739  0.356
C  2.509  0.160  0.585
C  0.233  0.036  -0.031
H  1.623  -1.345  -0.397
H  3.424  -0.341  0.325
H  0.266  0.936  0.572
H  0.222  0.338  -1.117
H  2.440  1.020  -0.080
H  -4.249  -0.314  0.348
H  2.495  0.552  1.589

Output
- Total charge: +2
- Expectation value of S²: 8.75
- HOMO-LUMO gap (spin up / spin down): 0.27082 / 0.26263 Eh
- Strongest force on any atom: 4.48 eV/A
- Multiplicity: 6
- E_HOMO (spin up / spin down): -0.66263 / -0.66241 Eh
- E: -51954.030 eV

In elementary charge units, the natural (NBO) charges are: atom 1 (Mn): 1.679, atom 2 (S): 1.862, atom 3 (O): -0.828, atom 4 (O): -0.719, atom 5 (O): -1.017, atom 6 (N): -0.554, atom 7 (C): -0.425, atom 8 (C): 0.086, atom 9 (H): 0.384, atom 10 (H): 0.256, atom 11 (H): 0.251, atom 12 (H): 0.045, atom 13 (H): 0.183, atom 14 (H): 0.559, atom 15 (H): 0.237

2.
Density functional theory data (ωB97M-V/def2-TZVPD) for a single C5H10O molecule.

Positions of all 16 atoms, in Å:
O  -1.389  1.180  0.682
C  -0.450  0.333  -0.064
C  2.029  -0.117  -0.316
C  0.938  0.548  0.524
C  -0.981  -1.106  0.002
C  -2.624  1.259  0.296
H  -2.689  0.665  -0.669
H  1.875  -1.198  -0.405
H  1.124  1.627  0.587
H  -1.965  -1.107  0.479
H  -0.341  -1.752  0.607
H  0.960  0.163  1.551
H  2.060  0.301  -1.329
H  -0.470  0.717  -1.092
H  -1.090  -1.552  -0.989
H  3.013  0.040  0.136

Output
- Relative energy (zero: lowest compared OMol25 entry of this formula, charge and spin): 76.5 kcal/mol
- HOMO-LUMO gap: 0.33936 Eh
- Strongest force on any atom: 0.45 eV/A
- E_HOMO: -0.31057 Eh
- E: -7391.446 eV

In elementary charge units, the natural (NBO) charges are: atom 1 (O): -0.476, atom 2 (C): 0.086, atom 3 (C): -0.609, atom 4 (C): -0.418, atom 5 (C): -0.653, atom 6 (C): 0.125, atom 7 (H): 0.032, atom 8 (H): 0.206, atom 9 (H): 0.218, atom 10 (H): 0.231, atom 11 (H): 0.217, atom 12 (H): 0.208, atom 13 (H): 0.206, atom 14 (H): 0.184, atom 15 (H): 0.223, atom 16 (H): 0.220

3.
Density functional theory data (ωB97M-V/def2-TZVPD) for a single C10H11ClN2O2S molecule at a distorted geometry.

Positions of all 27 atoms, in Å:
Cl  -0.690  2.874  -3.587
S  -1.812  0.468  0.990
O  -2.711  -0.492  0.382
O  -2.562  1.575  1.663
N  -0.924  -0.273  2.131
N  1.106  0.458  1.495
C  1.582  1.920  -0.489
C  0.189  0.434  2.680
C  1.865  -1.718  1.292
C  1.170  2.564  -1.677
C  -0.538  1.159  0.035
C  -0.104  2.280  -2.058
C  -0.982  1.745  -1.137
C  2.287  -0.326  1.579
C  0.781  1.184  0.354
C  2.622  -0.977  0.234
H  3.014  -0.113  2.434
H  0.758  -1.911  1.198
H  2.059  -0.884  -0.761
H  1.690  3.182  -2.322
H  2.613  2.158  -0.155
H  -0.079  1.484  2.937
H  3.723  -1.148  0.106
H  0.578  -0.066  3.615
H  -1.682  -0.470  2.882
H  2.382  -2.549  1.869
H  -2.045  1.730  -1.402

Output
- SMILES: O=S1(=O)NCN(C2CC2)c2ccc(Cl)cc21
- Relative energy (zero: lowest compared OMol25 entry of this formula, charge and spin): 0.0 kcal/mol
- HOMO-LUMO gap: 0.32371 Eh
- Strongest force on any atom: 4.70 eV/A
- E_HOMO: -0.31083 Eh
- E: -40977.832 eV

In elementary charge units, the natural (NBO) charges are: atom 1 (Cl): 0.004, atom 2 (S): 2.281, atom 3 (O): -0.895, atom 4 (O): -0.950, atom 5 (N): -0.876, atom 6 (N): -0.475, atom 7 (C): -0.254, atom 8 (C): -0.046, atom 9 (C): -0.436, atom 10 (C): -0.184, atom 11 (C): -0.423, atom 12 (C): -0.054, atom 13 (C): -0.160, atom 14 (C): -0.066, atom 15 (C): 0.273, atom 16 (C): -0.442, atom 17 (H): 0.216, atom 18 (H): 0.246, atom 19 (H): 0.247, atom 20 (H): 0.235, atom 21 (H): 0.230, atom 22 (H): 0.199, atom 23 (H): 0.231, atom 24 (H): 0.230, atom 25 (H): 0.410, atom 26 (H): 0.209, atom 27 (H): 0.251

4.
Density functional theory data (ωB97M-V/def2-TZVPD) for a single C7H11N3 molecule at a distorted geometry.

Positions of all 21 atoms, in Å:
N  0.626  -0.180  3.097
N  1.027  -0.415  0.794
N  -0.975  -1.181  1.881
C  0.293  -0.492  -0.516
C  0.246  0.742  -1.427
C  0.193  -0.608  1.847
C  1.098  -0.525  -1.773
C  -1.063  0.911  -2.123
C  -1.316  -1.164  3.245
C  -0.378  -0.537  3.966
H  -1.636  -0.035  -2.157
H  -1.048  1.281  -3.217
H  -1.633  1.818  -1.730
H  0.840  1.725  -1.237
H  -2.249  -1.634  3.455
H  0.912  -1.136  -2.695
H  1.349  0.474  3.417
H  -0.147  -0.300  5.046
H  1.640  0.379  0.729
H  2.142  -0.350  -1.730
H  -0.417  -1.234  -0.257

Output
- SMILES: C[C@@H]1C[C@H]1Nc1ncc[nH]1
- Relative energy (zero: lowest compared OMol25 entry of this formula, charge and spin): 24.1 kcal/mol
- HOMO-LUMO gap: 0.31358 Eh
- Strongest force on any atom: 3.35 eV/A
- E_HOMO: -0.28229 Eh
- E: -11905.645 eV

In elementary charge units, the natural (NBO) charges are: atom 1 (N): -0.572, atom 2 (N): -0.600, atom 3 (N): -0.524, atom 4 (C): -0.064, atom 5 (C): -0.249, atom 6 (C): 0.517, atom 7 (C): -0.442, atom 8 (C): -0.619, atom 9 (C): -0.108, atom 10 (C): -0.116, atom 11 (H): 0.220, atom 12 (H): 0.202, atom 13 (H): 0.218, atom 14 (H): 0.221, atom 15 (H): 0.213, atom 16 (H): 0.222, atom 17 (H): 0.416, atom 18 (H): 0.214, atom 19 (H): 0.381, atom 20 (H): 0.211, atom 21 (H): 0.260

Q: Which of these has the lowest strongest force on any atom?
A: C5H10O